1.
The following is a quantum chemistry calculation of a 2-piece molecular cluster, C4H8N2O3 overall at a distorted geometry, from OMol25.

Properties
E_HOMO (spin up / spin down) ... -6.33 / -9.78 eV
Relative energy (zero: lowest compared OMol25 entry of this formula, charge and spin) ... 40.3 kcal/mol
Net charge ... 0
Electronic energy ... -13392.6993 eV
2S+1 ... 3

Positions of all 17 atoms, in Å:
1 C -1.72 -0.30 0.96
2 C -1.83 0.94 0.12
3 C -1.07 -0.96 -0.23
4 C 2.25 -0.86 0.54
5 N -1.29 0.17 -0.95
6 N 2.15 0.32 -0.05
7 O 2.78 0.38 -1.30
8 O 1.57 1.31 0.33
9 O -0.69 -2.04 -0.54
10 H -1.16 -0.39 1.90
11 H -2.77 -0.77 1.20
12 H -2.86 1.39 -0.08
13 H -1.29 1.87 0.50
14 H 2.57 -1.57 -0.23
15 H 1.72 -1.26 1.33
16 H -0.94 0.41 -1.98
17 H 2.58 1.35 -1.53

---

2.
The following is a quantum chemistry calculation of C38H34IrN8O3PS as an isolated structure, from OMol25.

Properties
E_HOMO ... -13.40 eV
Relative energy (zero: lowest compared OMol25 entry of this formula, charge and spin) ... 6.7 kcal/mol
Net charge ... +2
Electronic energy ... -80973.8950 eV
2S+1 ... 1

Positions of all 86 atoms, in Å:
1 Ir 0.26 0.15 1.70
2 N 1.85 2.78 4.66
3 C 2.15 1.95 3.67
4 N 1.01 1.43 3.22
5 C 0.06 2.00 4.00
6 N 0.53 2.83 4.89
7 C -1.33 1.64 3.77
8 C -2.40 2.22 4.44
9 N -3.65 1.93 4.13
10 C -3.85 1.08 3.14
11 C -2.80 0.48 2.46
12 N -1.53 0.75 2.78
13 H 2.48 3.34 5.22
14 H 3.14 1.75 3.29
15 H -2.21 2.93 5.24
16 H -4.87 0.85 2.87
17 H -2.97 -0.20 1.65
18 O 0.80 -1.22 4.26
19 N 0.30 -1.48 2.97
20 C -0.40 -2.55 2.99
21 C -1.18 -3.17 1.93
22 C -1.71 -4.42 2.26
23 C -2.43 -5.17 1.35
24 C -2.63 -4.67 0.07
25 C -2.12 -3.43 -0.28
26 C -1.41 -2.66 0.64
27 P -0.68 -1.10 0.02
28 C 0.44 -1.85 -1.19
29 C 1.47 -2.64 -0.67
30 C 2.20 -3.47 -1.50
31 C 1.92 -3.52 -2.86
32 C 0.91 -2.73 -3.39
33 C 0.16 -1.91 -2.56
34 C -2.02 -0.30 -0.90
35 C -3.36 -0.56 -0.58
36 C -4.38 0.10 -1.24
37 C -4.09 1.01 -2.24
38 C -2.77 1.26 -2.59
39 C -1.74 0.60 -1.92
40 H 1.73 -0.98 4.11
41 H -0.41 -3.07 3.95
42 H -1.54 -4.82 3.26
43 H -2.82 -6.14 1.62
44 H -3.18 -5.24 -0.66
45 H -2.28 -3.05 -1.28
46 H 1.69 -2.61 0.39
47 H 2.98 -4.10 -1.08
48 H 2.48 -4.18 -3.51
49 H 0.68 -2.77 -4.45
50 H -0.66 -1.35 -2.98
51 H -3.61 -1.32 0.15
52 H -5.41 -0.12 -1.00
53 H -4.89 1.52 -2.77
54 H -2.53 1.96 -3.37
55 H -0.71 0.83 -2.19
56 C 2.94 0.55 -3.99
57 C 3.47 -0.08 -2.75
58 C 4.54 -0.94 -2.69
59 C 4.93 -1.45 -1.45
60 N 4.27 -1.14 -0.32
61 C 3.25 -0.31 -0.41
62 S 2.51 0.36 1.02
63 N 2.86 0.22 -1.59
64 C 6.07 -2.39 -1.30
65 H 3.52 0.25 -4.85
66 H 2.97 1.64 -3.90
67 H 1.90 0.26 -4.14
68 H 5.08 -1.21 -3.59
69 H 2.07 0.91 -1.52
70 H 6.64 -2.48 -2.22
71 H 5.70 -3.37 -1.01
72 H 6.72 -2.05 -0.50
73 O 0.93 2.02 -1.24
74 C 0.13 2.45 -0.40
75 O -0.23 1.84 0.69
76 C -0.58 3.74 -0.61
77 C -0.05 4.66 -1.51
78 C -0.72 5.86 -1.73
79 C -1.91 6.13 -1.09
80 C -2.45 5.20 -0.20
81 C -1.78 4.01 0.04
82 H 0.87 4.44 -2.01
83 H -0.30 6.59 -2.42
84 H -2.43 7.06 -1.27
85 H -3.39 5.41 0.30
86 H -2.19 3.28 0.73